Computed, not measured: a structure of composition C15H26F6NO3P2Pb, with ωB97M-V/def2-TZVPD.

Element x y z (Å)
Pb 0.16341 0.98229 0.51559
P 2.51794 -0.73591 0.10267
C 2.56487 -1.22542 -1.57327
C 1.36612 -1.32933 -2.31833
N 0.21117 -0.66653 -1.85786
C -0.96945 -1.15642 -2.23585
C -1.06214 -2.18127 -3.17394
C 0.06673 -2.64270 -3.84642
C 1.30072 -2.14222 -3.48133
C -2.27223 -0.64738 -1.66459
P -2.26235 0.96715 -0.78149
H 2.22562 -2.46489 -3.96987
H -2.05039 -2.57917 -3.38298
H -0.02386 -3.46564 -4.55250
H -3.04451 -0.60666 -2.44727
H -2.58423 -1.41115 -0.94678
H 2.60329 1.99488 -3.74887
H 3.49372 -1.33931 -2.12920
H 0.96895 3.17219 -2.67266
O 2.69647 2.59227 -3.00628
H 3.59363 2.41176 -2.58198
H 0.19223 2.59251 -1.31133
O 0.24206 3.38118 -2.03166
H 0.52682 4.17420 -1.59429
C -2.66835 2.05519 -2.17753
H -3.64958 1.79997 -2.60542
H -2.70647 3.10541 -1.85436
H -1.92267 1.95892 -2.98249
C -3.75662 0.96985 0.27765
H -3.82005 1.94702 0.79019
H -4.69361 0.81193 -0.28498
H -3.66518 0.19398 1.05898
C 1.99800 -2.32986 0.82410
H 2.91075 -2.92335 0.94846
H 1.43585 -2.27691 1.76223
H 1.38752 -2.82485 0.06110
C 4.22556 -0.39125 0.66488
H 4.22576 -0.11702 1.73531
H 4.85370 -1.27943 0.51700
H 4.63892 0.45253 0.08913
C -1.97485 -0.45994 4.19162
C -0.69908 -0.03447 3.50266
O -0.58210 -0.30447 2.14642
C -0.56315 1.49479 3.76071
F -0.70689 1.84129 5.06799
F 0.60942 2.04361 3.30182
F -1.57451 2.13226 3.06499
C 0.49341 -0.77494 4.25931
F 0.49524 -0.54564 5.61487
F 0.37923 -2.12929 4.08419
F 1.71935 -0.41927 3.75900
H -2.81854 0.07080 3.75062
H -1.90987 -0.20220 5.25871
H -2.12579 -1.53905 4.10333

Atoms 1-6, force components in eV/Å:
Pb 1.92 -0.44 0.38
P -1.08 -0.28 -0.13
C -0.08 1.27 -1.19
C 0.42 1.00 0.87
N 0.45 -0.47 0.76
C 0.13 -0.60 -1.31

Its total charge is +1. For the energy relative to the best compared isomer or geometry (same formula, charge and spin), the calculation gives 9.93 kcal per mole. The frontier orbital gap (spin up / spin down) comes out at 4.49 / 4.49 eV.

Want to see where the charge sits? The natural (NBO) charges in e are: number 1, Pb, carries 0.98; number 2, P, carries 0.95; number 3, C, carries -0.87; number 4, C, carries 0.23; number 5, N, carries -0.62; number 6, C, carries 0.23; number 7, C, carries -0.35; number 8, C, carries -0.14; number 9, C, carries -0.29; number 10, C, carries -0.75; number 11, P, carries 0.83; number 12, H, carries 0.22; number 13, H, carries 0.21; number 14, H, carries 0.23; number 15, H, carries 0.25; number 16, H, carries 0.27; number 17, H, carries 0.50; number 18, H, carries 0.24; number 19, H, carries 0.58; number 20, O, carries -1.00; number 21, H, carries 0.52; number 22, H, carries 0.52; number 23, O, carries -0.80; number 24, H, carries 0.55; number 25, C, carries -0.95; number 26, H, carries 0.26; number 27, H, carries 0.24; number 28, H, carries 0.24; number 29, C, carries -0.94; number 30, H, carries 0.25; number 31, H, carries 0.25; number 32, H, carries 0.27; number 33, C, carries -0.96; number 34, H, carries 0.24; number 35, H, carries 0.25; number 36, H, carries 0.25; number 37, C, carries -0.93; number 38, H, carries 0.25; number 39, H, carries 0.25; number 40, H, carries 0.24; number 41, C, carries -0.65; number 42, C, carries 0.12; number 43, O, carries -0.89; number 44, C, carries 0.95; number 45, F, carries -0.30; number 46, F, carries -0.32; number 47, F, carries -0.34; number 48, C, carries 0.96; number 49, F, carries -0.32; number 50, F, carries -0.32; number 51, F, carries -0.33; number 52, H, carries 0.23; number 53, H, carries 0.25; number 54, H, carries 0.25

Computed, not measured: a structure of composition C15H26FO9STl, with ωB97M-V/def2-TZVPD.

Element x y z (Å)
Tl 5.10885 -3.36757 0.90858
F 1.65315 -0.72070 1.00054
O 0.36296 -4.45208 -2.37251
C -0.61009 -5.05405 -2.78852
O -0.54833 -5.62779 -4.00758
C -1.77784 -6.30434 -4.37338
C -2.53083 -6.22220 -2.97462
C -1.96493 -4.99013 -2.32082
H -1.67100 -7.38646 -4.44893
H -2.30355 -5.94847 -5.25943
H -2.15580 -7.14256 -2.52698
H -3.61328 -6.09423 -2.96810
H -2.02941 -4.85981 -1.24056
H -2.42024 -4.07379 -2.69646
O 3.16310 -1.46734 5.61643
C 2.14567 -0.95639 6.13626
O 2.15160 -0.03532 7.17790
C 0.80259 0.36405 7.60870
C 0.07998 -0.83239 7.22507
C 0.72314 -1.43963 5.99390
H 0.50731 1.28979 7.11483
H 0.78444 0.46354 8.69400
H -0.99961 -0.69374 7.16713
H 0.09772 -1.57982 8.01825
H 0.28171 -0.94196 5.13044
H 0.97139 -2.49850 5.92134
O -6.49054 2.14942 -0.35198
C -5.34636 2.51381 -0.09721
O -4.60649 1.94108 0.98751
C -3.33884 2.43036 1.00117
C -3.41341 3.68510 0.22511
C -4.44888 3.49252 -0.83154
H -2.61428 1.69216 0.65741
H -3.15783 2.63606 2.05617
H -2.49127 4.19088 -0.06110
H -3.73435 4.42978 0.95350
H -3.89508 3.17836 -1.71624
H -4.96259 4.43788 -1.00613
O 3.03385 1.04773 -5.33857
S 3.21476 1.43560 -3.92223
O 4.02870 0.59095 -3.01116
O 3.68914 3.02882 -3.92115
C 4.10889 3.55265 -2.69054
C 4.98886 4.75504 -2.91820
C 1.56570 1.74645 -3.22613
H 4.74653 2.91951 -2.07359
H 3.35284 4.04424 -2.07829
H 4.35139 5.55994 -3.28408
H 5.80071 4.53930 -3.61278
H 5.50578 5.10430 -2.02438
H 1.66974 2.20185 -2.24130
H 1.02240 0.80170 -3.24560
H 1.21194 2.46636 -3.96414

Atoms 1-6, force components in eV/Å:
Tl -0.07 0.12 -0.04
F 0.06 -0.11 0.03
O -0.51 -0.72 0.40
C 2.66 1.76 -2.54
O 0.28 -0.58 -0.27
C -1.44 -0.41 2.45

Its total charge is +2. For the energy relative to the best compared isomer or geometry (same formula, charge and spin), the calculation gives 90.35 kcal per mole. The frontier orbital gap comes out at 1.69 eV.

Want to see where the charge sits? The natural (NBO) charges in e are: number 1, Tl, carries 1.00; number 2, F, carries -0.31; number 3, O, carries -0.40; number 4, C, carries 0.79; number 5, O, carries -0.44; number 6, C, carries -0.08; number 7, C, carries -0.41; number 8, C, carries -0.52; number 9, H, carries 0.21; number 10, H, carries 0.22; number 11, H, carries 0.22; number 12, H, carries 0.25; number 13, H, carries 0.26; number 14, H, carries 0.27; number 15, O, carries -0.42; number 16, C, carries 0.81; number 17, O, carries -0.45; number 18, C, carries -0.07; number 19, C, carries -0.45; number 20, C, carries -0.50; number 21, H, carries 0.20; number 22, H, carries 0.24; number 23, H, carries 0.25; number 24, H, carries 0.23; number 25, H, carries 0.26; number 26, H, carries 0.27; number 27, O, carries -0.39; number 28, C, carries 0.78; number 29, O, carries -0.41; number 30, C, carries -0.07; number 31, C, carries -0.44; number 32, C, carries -0.52; number 33, H, carries 0.20; number 34, H, carries 0.23; number 35, H, carries 0.24; number 36, H, carries 0.23; number 37, H, carries 0.26; number 38, H, carries 0.27; number 39, O, carries -0.85; number 40, S, carries 2.27; number 41, O, carries -0.87; number 42, O, carries -0.66; number 43, C, carries -0.11; number 44, C, carries -0.61; number 45, C, carries -0.83; number 46, H, carries 0.21; number 47, H, carries 0.19; number 48, H, carries 0.21; number 49, H, carries 0.23; number 50, H, carries 0.23; number 51, H, carries 0.25; number 52, H, carries 0.26; number 53, H, carries 0.26

Computed, not measured: a cluster of 4 separate species, C15H26IN2O3P in total, with ωB97M-V/def2-TZVPD.

Element x y z (Å)
C -6.11653 -5.44688 0.45917
P -6.42193 -3.59166 0.34229
C -6.71400 -3.10479 2.14705
C -4.79901 -2.71095 -0.06988
C -5.06188 -1.21820 0.07023
N -5.17416 -0.09522 0.13758
C -4.26607 -2.98331 -1.51251
I -5.80810 -2.52073 -2.99877
C -3.12656 -2.01299 -1.80315
N -2.25077 -1.31651 -1.88692
H -5.90695 -5.90416 -0.52676
H -7.05458 -5.89475 0.85434
H -5.32381 -5.68207 1.20619
H -6.90914 -2.01748 2.14517
H -7.55537 -3.70996 2.53209
H -5.77417 -3.37311 2.68632
H -4.05497 -2.98801 0.71175
H -3.89960 -4.01621 -1.64733
C -1.02653 0.14172 0.93227
C -0.35564 0.19383 2.28138
C 1.14249 0.04604 2.30798
O -0.99594 0.34853 3.30011
H -2.10288 0.26151 1.05823
H -0.65534 0.95057 0.30067
H -0.83455 -0.82175 0.45774
H 1.60298 0.85281 1.73313
H 1.42944 -0.92226 1.89217
H 1.49242 0.10243 3.33898
C 1.63223 4.42260 -0.49581
C 2.26914 3.05789 -0.55310
C 2.93102 2.65882 -1.84445
O 2.24872 2.31200 0.40426
H 1.19505 4.57645 0.49038
H 2.38605 5.19247 -0.66980
H 0.84237 4.49633 -1.24529
H 3.74259 3.35128 -2.07560
H 2.19764 2.65496 -2.65304
H 3.34560 1.65639 -1.74304
C 8.40859 2.05214 -1.74747
C 7.01721 2.55033 -1.44884
C 6.52961 2.42674 -0.02688
O 6.31995 3.02981 -2.31571
H 8.62686 2.20250 -2.80415
H 9.13812 2.60798 -1.15580
H 8.47885 0.98643 -1.52268
H 7.17713 2.99897 0.63988
H 6.51776 1.37750 0.27311
H 5.51668 2.82196 0.04450

Atoms 1-6, force components in eV/Å:
C 0.55 0.38 0.73
P -1.64 -0.21 -0.22
C 1.34 -0.61 -0.86
C 0.04 0.68 0.67
C 0.71 -3.84 -0.21
N -0.40 2.21 0.21

Its total charge is 0. As for the SMILES: CP(C)[C@H](C#N)[C@@H](I)C#N.CC(C)=O.CC(C)=O.CC(C)=O. The frontier orbital gap comes out at 8.42 eV.

Want to see where the charge sits? The natural (NBO) charges in e are: number 1, C, carries -0.94; number 2, P, carries 0.78; number 3, C, carries -0.91; number 4, C, carries -0.62; number 5, C, carries 0.26; number 6, N, carries -0.28; number 7, C, carries -0.40; number 8, I, carries 0.18; number 9, C, carries 0.25; number 10, N, carries -0.29; number 11, H, carries 0.24; number 12, H, carries 0.25; number 13, H, carries 0.22; number 14, H, carries 0.25; number 15, H, carries 0.25; number 16, H, carries 0.22; number 17, H, carries 0.27; number 18, H, carries 0.27; number 19, C, carries -0.72; number 20, C, carries 0.60; number 21, C, carries -0.74; number 22, O, carries -0.56; number 23, H, carries 0.23; number 24, H, carries 0.23; number 25, H, carries 0.23; number 26, H, carries 0.27; number 27, H, carries 0.22; number 28, H, carries 0.22; number 29, C, carries -0.72; number 30, C, carries 0.61; number 31, C, carries -0.73; number 32, O, carries -0.58; number 33, H, carries 0.24; number 34, H, carries 0.23; number 35, H, carries 0.23; number 36, H, carries 0.25; number 37, H, carries 0.23; number 38, H, carries 0.23; number 39, C, carries -0.72; number 40, C, carries 0.60; number 41, C, carries -0.72; number 42, O, carries -0.55; number 43, H, carries 0.24; number 44, H, carries 0.23; number 45, H, carries 0.23; number 46, H, carries 0.23; number 47, H, carries 0.23; number 48, H, carries 0.24

Computed F_max, in the same sequence as the records: 2.1, 4.1, 5.3 eV/A.
Computed E_tot, in the same sequence as the records: -2342.1027, -1933.8426, -1561.3725 Eh.